1.
{"formula": "C10H12FN", "method": "ωB97M-V/def2-TZVPD", "symbols": ["C", "C", "C", "C", "C", "C", "C", "C", "C", "F", "H", "H", "H", "H", "H", "H", "H", "H", "H", "C", "N", "H", "H", "H"], "xyz": [[-1.44466, -1.19527, -1.21274], [-1.26405, -0.01766, -0.45852], [-2.18328, 1.09507, -0.66907], [-2.27170, 2.03867, 0.22955], [-1.49951, 2.13402, 1.42136], [-0.62153, 1.11610, 1.66970], [-0.43506, -0.04201, 0.79094], [0.59681, -0.90530, 1.07826], [1.16410, -2.10235, 0.38341], [1.31746, -0.56580, 2.19580], [-0.88660, -2.08002, -1.00412], [-2.15320, -1.22525, -2.06726], [-2.67903, 1.02738, -1.69622], [-3.03549, 2.82794, -0.07428], [-1.81693, 2.89614, 2.08663], [-0.12149, 0.97036, 2.70432], [0.70306, -2.99710, 0.73577], [2.15424, -2.18237, 0.75462], [0.99937, -1.89334, -0.65573], [2.15675, 1.04788, -1.43309], [2.74129, 0.02583, -1.81526], [1.12378, 1.04148, -1.82862], [2.50830, 1.84344, -0.78831], [3.64152, 0.17329, -1.45471]], "atomic_forces_ev_per_a": [[-0.08, 2.86, 0.47], [-0.67, -4.13, -0.52], [1.00, -2.20, -2.68], [-2.46, 3.11, -1.35], [0.70, -2.21, -0.07], [-0.02, 0.16, 2.70], [0.95, 0.56, -0.84], [-0.90, 1.09, 0.24], [-1.04, 1.63, 1.07], [-0.09, -0.55, -0.28], [-0.02, -0.41, 0.08], [0.63, 0.15, 0.68], [0.25, 0.51, 1.85], [1.13, -0.69, 1.00], [0.46, 0.49, 0.84], [-0.82, 0.85, -1.97], [-0.82, -0.78, -0.10], [1.29, 0.07, -0.42], [0.58, -0.50, -0.72], [-3.64, 0.68, -0.71], [0.89, -0.97, -0.53], [0.07, 0.96, 0.71], [0.26, 0.17, 0.03], [2.36, -0.86, 0.53]], "homo_ha": [-0.2718, -0.2718], "orbital_gap_ev": [7.24, 7.24], "lumo_energy_ev": [-0.15, -0.15], "smiles": "C=c1cccc/c1=C(/C)F.C=N"}


2.
{"formula": "C10H12I2InO5STl", "method": "ωB97M-V/def2-TZVPD", "symbols": ["I", "I", "Tl", "In", "S", "C", "C", "C", "C", "C", "C", "C", "C", "O", "O", "O", "O", "H", "H", "H", "H", "H", "H", "H", "H", "H", "C", "C", "O", "H", "H", "H"], "xyz": [[3.65008, -1.92048, 0.87958], [4.07042, -0.15457, -1.10094], [0.54897, 2.33610, 1.33166], [0.34315, -1.98363, 0.52149], [0.93627, 0.27938, -0.49663], [-2.05349, -1.86612, -0.49352], [-1.26807, -2.50189, 2.67916], [0.80739, 0.20210, -2.30555], [1.69907, 1.12582, -3.10912], [-0.66919, 0.51549, -2.56234], [1.23960, -1.18984, -2.70782], [-1.67379, 1.84980, 3.52011], [-2.44605, 1.99733, 0.63048], [-1.91323, -2.57988, 3.61299], [-3.15822, -2.14870, -0.38554], [-2.08191, 2.65594, 4.25898], [-3.50235, 1.97017, 0.20602], [1.44259, 1.04172, -4.17741], [2.73850, 0.78660, -3.01638], [1.60431, 2.19396, -2.84223], [-0.92001, 0.36814, -3.61514], [-0.90816, 1.55913, -2.31887], [-1.34279, -0.10574, -1.97493], [1.20275, -1.22478, -3.79734], [0.65104, -2.00500, -2.29313], [2.29259, -1.31847, -2.39205], [0.04964, 0.02627, 3.99687], [-1.08595, 0.41353, 3.16407], [-1.39812, -0.12610, 2.10095], [0.97473, -0.13988, 3.40802], [-0.16352, -0.87503, 4.57915], [0.33374, 0.81864, 4.69943]], "atomic_forces_ev_per_a": [[0.11, 0.18, -0.58], [1.12, -0.91, 1.42], [0.38, 1.05, -0.18], [0.58, 0.59, -0.62], [-0.41, 0.18, 1.12], [-3.56, -1.69, 0.94], [-1.34, -1.13, 2.03], [-1.32, -0.14, -1.16], [0.35, 1.00, 0.55], [-0.37, 0.24, -0.45], [0.56, -0.39, -0.16], [-3.01, 4.06, 5.26], [-2.91, 0.22, -1.00], [1.59, 0.11, -2.39], [3.68, 1.20, -0.67], [2.27, -4.24, -4.59], [2.69, 0.01, 0.98], [-0.03, -0.13, 0.35], [-0.09, 0.45, -0.37], [0.15, -0.48, -0.07], [0.09, 0.02, -0.01], [0.15, -0.14, -0.10], [0.07, -0.11, -0.03], [-0.04, -0.39, 0.02], [-0.40, -0.17, -0.05], [-0.77, -0.30, -0.52], [1.07, 0.65, 1.48], [0.22, -1.75, -4.77], [0.13, 2.33, 3.38], [-0.67, -0.15, -0.14], [-0.10, 0.01, 0.10], [-0.20, -0.18, 0.23]], "homo_ha": [-0.7888, -0.7903], "orbital_gap_ev": [4.19, 4.25], "total_charge": 4, "lumo_energy_ev": [-17.28, -17.26]}


3.
{"formula": "C10H12N2O", "method": "ωB97M-V/def2-TZVPD", "symbols": ["N", "C", "C", "C", "C", "N", "C", "C", "C", "C", "C", "O", "C", "H", "H", "H", "H", "H", "H", "H", "H", "H", "H", "H", "H"], "xyz": [[2.58737, 0.61039, -1.88762], [2.30628, -0.76098, -1.32767], [0.89190, -1.29069, -1.71230], [-0.25188, -0.18991, -1.22041], [-1.07622, 0.74442, -1.71545], [-1.63016, 1.47231, -0.72101], [-1.31356, 1.17041, 0.53251], [-1.80957, 1.60061, 1.79772], [-1.40847, 0.90058, 2.85566], [-0.92795, -0.48963, 2.81299], [-0.32955, -0.83720, 1.53128], [0.79881, -1.70721, 1.76502], [-0.54092, 0.03039, 0.35974], [1.98214, 0.94581, -2.93935], [2.24543, 1.16286, -0.90826], [2.27809, -0.67717, -0.13593], [3.28240, -1.55590, -1.42639], [0.50733, -2.30483, -1.41434], [0.84511, -1.53012, -2.77310], [-1.24286, 1.09230, -2.78971], [-2.72203, 1.74783, -1.03606], [-2.36311, 2.59035, 1.76670], [-1.99470, 1.08006, 3.88231], [-0.83734, -1.21102, 3.64525], [0.72344, -2.59367, 1.05844]], "atomic_forces_ev_per_a": [[-2.46, 1.55, 0.99], [1.23, -1.62, 2.08], [-2.00, 0.88, 0.15], [1.49, -2.02, 3.40], [1.19, -0.21, -2.55], [-6.89, 4.82, -3.74], [-0.18, -2.80, 1.18], [0.21, 2.67, -3.36], [-3.10, -3.91, 5.18], [1.31, 1.79, -3.53], [1.21, 1.62, 2.49], [-2.21, -3.63, -4.31], [2.34, -3.36, -0.04], [1.93, -1.57, 4.78], [0.79, -0.81, -4.47], [0.13, 0.08, -2.51], [-2.90, 2.01, -0.53], [0.89, 0.86, 0.93], [-0.04, 1.01, -0.54], [0.17, -0.75, 1.72], [4.02, -0.32, 1.71], [0.63, -1.43, 0.64], [1.73, 0.27, -2.14], [0.11, 0.99, -0.43], [0.43, 3.87, 2.89]], "homo_ha": -0.2936, "orbital_gap_ev": 8.58, "lumo_energy_ev": 0.59, "smiles": "NCCc1c[nH]c2cccc(O)c12"}


4.
{"formula": "C10H12N2S", "method": "ωB97M-V/def2-TZVPD", "symbols": ["C", "C", "C", "C", "S", "C", "C", "N", "C", "C", "N", "C", "C", "H", "H", "H", "H", "H", "H", "H", "H", "H", "H", "H", "H"], "xyz": [[0.97498, 2.98089, 0.43929], [1.90772, 2.19304, -0.28553], [2.12386, 0.87875, 0.10795], [1.35794, 0.22669, 1.09402], [1.49431, -1.49273, 1.66355], [-0.28512, -1.91057, 1.37223], [-0.78809, -1.61121, 0.00737], [-2.09042, -1.44238, -0.07924], [-2.32584, -1.23076, -1.49743], [-0.94130, -1.19900, -2.18798], [-0.04959, -1.62882, -1.12874], [0.51471, 1.04236, 1.81016], [0.24864, 2.39730, 1.51697], [0.65987, 4.03925, 0.09999], [2.54350, 2.47914, -1.12681], [2.95171, 0.32034, -0.28618], [-0.87768, -1.39261, 2.12764], [-0.52794, -2.94556, 1.66090], [-2.76191, -0.27882, -1.62089], [-3.10612, -1.88289, -1.96846], [-0.67764, -0.13086, -2.39581], [-0.78631, -1.65593, -3.12393], [0.89790, -1.29196, -1.03660], [0.07187, 0.73630, 2.72040], [-0.52906, 2.80004, 2.11712]], "atomic_forces_ev_per_a": [[-1.56, 1.01, -0.49], [-0.25, -0.10, 0.98], [-0.28, -1.13, 0.50], [0.55, 0.74, 0.54], [-0.36, 0.34, -0.85], [0.61, -0.11, 1.06], [-3.10, -0.20, 1.17], [2.36, -0.43, -0.42], [-0.60, -0.66, -1.06], [0.43, 2.60, 0.55], [0.26, -0.76, 0.37], [-0.50, 1.59, 0.09], [2.10, -1.56, -1.91], [0.93, -1.81, 0.56], [-0.48, 0.70, 0.39], [0.15, -0.19, -0.66], [0.01, 0.45, -0.41], [0.78, -0.01, -0.48], [-0.62, 1.33, -0.08], [0.94, -0.19, 0.56], [-0.35, -0.46, 0.05], [-0.08, -1.27, -0.88], [-0.06, -0.04, -0.32], [-0.62, -0.92, 0.60], [-0.25, 1.10, 0.14]], "homo_ha": -0.3048, "orbital_gap_ev": 9.03, "lumo_energy_ev": 0.74, "smiles": "c1ccc(SCC2=NCCN2)cc1"}


5.
{"formula": "C10H12N2S2", "method": "ωB97M-V/def2-TZVPD", "symbols": ["C", "S", "C", "C", "C", "C", "S", "C", "N", "C", "C", "N", "C", "C", "H", "H", "H", "H", "H", "H", "H", "H", "H", "H", "H", "H"], "xyz": [[-1.94684, -0.02847, 3.16049], [-0.66920, 1.18838, 2.70847], [-0.26899, 0.56711, 1.10668], [0.41762, -0.67964, 0.82816], [1.03553, -1.61322, 1.81795], [0.43804, -0.85453, -0.55111], [1.18307, -2.15571, -1.46427], [2.57719, -1.04490, -1.98004], [-0.22375, 0.24472, -1.10671], [-0.49073, 0.52871, -2.43162], [-1.10814, 1.72974, -2.74009], [-1.52928, 2.64574, -1.75247], [-1.26127, 2.36647, -0.48771], [-0.58399, 1.11856, -0.12155], [-2.31549, 0.11734, 4.16696], [-1.59502, -1.09547, 3.11587], [-2.75891, 0.06516, 2.44318], [1.50403, -1.00216, 2.62897], [0.27769, -2.26929, 2.26373], [1.81459, -2.22809, 1.38512], [3.29376, -1.66935, -2.49567], [3.02199, -0.60599, -1.09413], [2.22347, -0.24916, -2.67029], [-0.17726, -0.12284, -3.20066], [-1.27758, 1.98053, -3.79229], [-1.58050, 3.06632, 0.26302]], "atomic_forces_ev_per_a": [[0.18, -1.19, -0.59], [0.11, -0.29, -0.06], [0.79, -1.20, 0.15], [-0.30, 0.61, -0.36], [0.03, 0.84, 0.88], [-0.89, 0.18, 0.78], [0.32, 1.55, -0.13], [-0.48, -0.28, -0.58], [0.67, -0.86, -1.10], [-0.89, 2.61, 0.28], [0.36, -0.85, 1.35], [0.68, -0.70, 0.35], [0.38, -1.61, -2.16], [-1.35, 1.62, 0.70], [0.04, 0.42, 0.18], [0.00, 1.09, -0.04], [-0.16, 0.02, 0.12], [-0.46, -0.55, -0.44], [0.21, 0.09, 0.01], [0.02, -0.12, -0.25], [0.27, -0.03, -0.15], [0.03, -0.01, 0.06], [0.18, -0.55, 0.49], [0.34, -0.86, -0.36], [-0.08, 0.02, 0.59], [0.00, 0.07, 0.28]], "homo_ha": -0.2891, "orbital_gap_ev": 8.26, "lumo_energy_ev": 0.39, "smiles": "CSc1c(C)c(SC)n2ccncc12"}